1.
Formula: C3H4O
Source: OMol25
Level of theory: wB97M-V/def2-TZVPD

The geometry in XYZ format:
```
8
Properties=species:S:1:pos:R:3:lowdin_charge:R:1
C 1.521 -0.470 -0.192 0.02
C 0.356 -0.163 0.293 -0.18
C -0.943 -0.038 0.332 -0.25
O -1.622 1.075 -0.076 -0.01
H 0.777 -0.915 -0.976 0.12
H 2.473 -0.343 0.386 0.08
H -1.584 -0.829 0.697 0.12
H -0.978 1.683 -0.464 0.10
```

Computed properties:
- Structure (SMILES): C=C=CO
- HOMO-LUMO gap: 9.13 eV
- HOMO energy: -0.30760 hartree
- LUMO level: 0.0280 Eh
- ΔE to the lowest compared entry with this formula, charge and spin: 67.6 kcal/mol

---

2.
Formula: C23H41InNO2
Source: OMol25
Level of theory: wB97M-V/def2-TZVPD

The geometry in XYZ format:
```
68
Properties=species:S:1:pos:R:3:lowdin_charge:R:1
C 6.902 0.648 1.537 -0.11
C 6.681 0.098 0.121 -0.27
C 5.310 -0.589 -0.038 -0.23
C 5.213 -1.195 -1.460 -0.22
C 4.147 -0.457 -2.299 -0.21
C 2.752 -0.719 -1.694 -0.22
C 1.802 -1.491 -2.636 -0.21
C 0.460 -1.670 -1.889 -0.22
C -0.660 -2.222 -2.776 -0.20
C -1.984 -2.313 -1.968 -0.22
C -2.983 -1.190 -2.265 -0.23
C -2.614 0.190 -1.698 -0.31
C -2.124 0.178 -0.240 -0.29
In -3.777 -0.063 1.275 0.67
C -4.160 1.952 2.178 -0.30
C -3.997 3.035 1.083 -0.30
C -3.139 4.245 1.526 -0.18
C -1.754 4.253 0.919 -0.18
O -1.762 4.955 -0.359 -0.06
C -0.809 4.490 -1.206 -0.33
O -0.984 3.547 -1.957 0.08
C -3.003 -1.581 2.766 -0.26
C -2.734 -2.844 2.305 -0.14
C -2.224 -3.742 3.226 -0.11
C -2.029 -3.298 4.504 -0.23
N -2.304 -2.101 4.981 0.04
C -2.796 -1.241 4.080 -0.21
H 7.483 -0.051 2.139 0.07
H 5.928 0.723 2.025 0.07
H 7.364 1.634 1.546 0.06
H 6.718 0.874 -0.648 0.10
H 7.434 -0.640 -0.166 0.10
H 5.122 -1.330 0.742 0.11
H 4.559 0.195 0.095 0.11
H 4.924 -2.245 -1.383 0.11
H 6.178 -1.096 -1.962 0.10
H 4.207 -0.719 -3.356 0.10
H 4.371 0.609 -2.181 0.10
H 2.247 0.189 -1.364 0.11
H 2.830 -1.341 -0.795 0.11
H 1.623 -0.836 -3.494 0.11
H 2.240 -2.448 -2.928 0.11
H 0.178 -0.664 -1.578 0.10
H 0.663 -2.325 -1.040 0.12
H -0.387 -3.259 -3.006 0.10
H -0.779 -1.674 -3.711 0.11
H -1.795 -2.450 -0.904 0.09
H -2.470 -3.246 -2.283 0.10
H -3.972 -1.490 -1.907 0.09
H -3.034 -1.099 -3.357 0.10
H -1.798 0.588 -2.323 0.09
H -3.449 0.888 -1.793 0.09
H -1.635 1.132 -0.009 0.01
H -1.384 -0.599 -0.056 0.01
H -5.266 -0.713 0.523 -0.10
H -5.172 2.029 2.580 0.01
H -3.448 2.094 2.998 0.01
H -3.515 2.644 0.179 0.07
H -4.984 3.363 0.752 0.10
H -3.087 4.349 2.610 0.11
H -3.632 5.148 1.147 0.11
H -1.377 3.242 0.740 0.11
H -1.025 4.760 1.560 0.12
H 0.169 5.009 -1.255 0.14
H -2.892 -3.121 1.270 0.08
H -1.961 -4.752 2.939 0.09
H -1.598 -4.012 5.208 0.09
H -3.007 -0.238 4.434 0.08
```

Computed properties:
- Charge: -1
- HOMO-LUMO gap: 7.05 eV
- HOMO energy: -0.16312 hartree
- LUMO level: 0.0960 Eh

---

3.
Formula: C5H8O
Source: OMol25
Level of theory: wB97M-V/def2-TZVPD

The geometry in XYZ format:
```
14
Properties=species:S:1:pos:R:3:lowdin_charge:R:1
C -0.946 1.618 2.038 0.01
C -0.980 0.365 1.579 -0.18
C 0.001 -0.164 0.626 -0.12
C -0.315 -0.876 -0.452 -0.09
C 0.752 -1.143 -1.494 -0.27
O 1.344 0.087 -1.944 -0.08
H -1.901 2.096 2.213 0.05
H -0.037 2.194 2.156 0.06
H -1.863 -0.238 1.783 0.10
H 1.050 0.023 0.835 0.12
H -1.222 -1.463 -0.537 0.11
H 0.293 -1.701 -2.312 0.10
H 1.597 -1.750 -1.163 0.12
H 0.597 0.695 -1.934 0.08
```

Computed properties:
- Structure (SMILES): C=C/C=C/CO
- HOMO-LUMO gap: 9.65 eV
- HOMO energy: -0.32611 hartree
- LUMO level: 0.0287 Eh
- ΔE to the lowest compared entry with this formula, charge and spin: 54.1 kcal/mol

---

4.
Formula: C21H36Br2CsN6OSi2
Source: OMol25
Level of theory: wB97M-V/def2-TZVPD

The geometry in XYZ format:
```
69
Properties=species:S:1:pos:R:3:lowdin_charge:R:1
Cs -0.962 -0.071 -0.519 1.15
C 1.370 -5.764 0.544 -0.09
N 2.347 -5.213 -0.388 -0.19
C 2.731 -6.198 -1.391 -0.08
C 1.963 -3.957 -0.888 -0.45
N 0.863 -3.417 -0.595 0.19
N 2.970 -3.389 -1.708 0.12
C 3.007 -2.058 -2.111 -0.51
N 4.263 -1.697 -2.580 0.12
N 2.003 -1.277 -2.008 0.11
H 1.796 -6.660 0.995 0.08
H 0.427 -6.014 0.043 0.09
H 1.140 -5.040 1.320 0.08
H 3.110 -7.084 -0.884 0.08
H 3.519 -5.835 -2.048 0.07
H 1.882 -6.497 -2.021 0.10
H 0.820 -2.529 -1.088 -0.02
H 3.875 -3.809 -1.583 0.12
H 4.821 -2.421 -3.003 0.09
H 4.284 -0.830 -3.091 0.09
H 2.240 -0.347 -2.342 0.05
C -3.403 1.251 2.380 -0.03
C -3.733 -0.201 2.163 -0.33
C -4.476 -0.934 3.117 -0.02
C -4.711 -2.259 2.911 -0.04
C -4.223 -2.899 1.748 -0.20
C -4.385 -4.276 1.459 -0.65
Br -5.334 -5.420 2.650 0.70
C -3.857 -4.810 0.319 -0.20
C -3.167 -4.008 -0.594 -0.61
Br -2.482 -4.819 -2.166 0.71
C -2.981 -2.622 -0.434 -0.50
O -2.400 -1.873 -1.270 -0.48
C -3.516 -2.089 0.829 -0.14
N -3.284 -0.765 1.068 0.03
H -4.136 1.735 3.026 0.08
H -3.365 1.781 1.429 0.08
H -2.423 1.361 2.847 0.06
H -4.845 -0.437 4.006 0.11
H -5.272 -2.837 3.634 0.07
H -3.978 -5.864 0.110 0.09
C 2.805 2.517 2.225 -0.20
Si 1.049 3.218 2.205 0.29
C 0.128 2.340 3.604 -0.21
C 1.259 4.984 2.867 -0.21
C 0.228 3.002 0.635 -0.45
Si 0.862 3.744 -0.858 0.28
C 2.609 3.153 -1.301 -0.20
C 0.990 5.633 -0.964 -0.21
C -0.200 3.311 -2.371 -0.21
H 3.218 2.539 3.240 0.02
H 3.477 3.096 1.584 0.01
H 2.817 1.483 1.868 0.02
H 0.663 2.433 4.556 0.02
H 0.005 1.275 3.383 0.02
H -0.869 2.773 3.740 0.01
H 1.698 4.994 3.872 0.01
H 0.292 5.496 2.908 0.02
H 1.908 5.571 2.208 0.01
H -0.848 3.228 0.741 -0.04
H 3.363 3.585 -0.636 0.01
H 2.868 3.443 -2.326 0.02
H 2.682 2.064 -1.212 0.01
H 1.688 6.021 -0.215 0.01
H 0.016 6.095 -0.766 0.02
H 1.332 5.962 -1.953 0.01
H -0.103 2.255 -2.639 -0.01
H 0.095 3.898 -3.249 0.02
H -1.259 3.510 -2.175 0.02
```

Computed properties:
- Charge: -1
- HOMO-LUMO gap: 5.41 eV
- HOMO energy: -0.12911 hartree
- LUMO level: 0.0697 Eh
- ΔE to the lowest compared entry with this formula, charge and spin: 11.1 kcal/mol

---

5.
Formula: C5H13NS
Source: OMol25
Level of theory: wB97M-V/def2-TZVPD

The geometry in XYZ format:
```
20
Properties=species:S:1:pos:R:3:mulliken_spin:R:1
C -1.433 1.694 1.464 0.78
N -1.413 0.464 0.694 -0.98
C -0.188 0.266 -0.112 1.57
C -0.331 -1.082 -0.788 0.38
C 0.808 -1.458 -1.754 0.42
S 2.075 -2.553 -0.989 0.19
C 1.080 0.541 0.701 0.19
H -0.965 1.573 2.441 0.06
H -0.957 2.544 0.953 -0.06
H -2.467 1.985 1.661 -0.48
H -2.179 0.552 0.023 -0.16
H -0.220 1.009 -0.932 0.85
H -0.524 -1.900 -0.090 0.24
H -1.251 -1.042 -1.392 -0.57
H 0.409 -2.039 -2.588 -0.79
H 1.301 -0.551 -2.110 -0.05
H 2.152 -1.900 0.173 -0.09
H 1.177 1.625 0.771 -0.48
H 0.966 0.109 1.696 0.15
H 1.959 0.163 0.178 -0.18
```

Computed properties:
- Charge: -1
- HOMO-LUMO gap (spin up / spin down): 2.00 / 8.63 eV
- HOMO energy (spin up / spin down): 0.04514 / -0.19794 hartree
- Spin multiplicity: 2
- LUMO level (spin up / spin down): 0.1185 / 0.1194 Eh
- ΔE to the lowest compared entry with this formula, charge and spin: 0.5 kcal/mol

---

6.
Formula: C2H6OSn
Source: OMol25
Level of theory: wB97M-V/def2-TZVPD

The geometry in XYZ format:
```
10
Properties=species:S:1:pos:R:3:mulliken_spin:R:1
Sn -0.286 0.907 -3.649 1.00
C 0.871 0.026 0.898 0.00
C -0.540 -0.188 0.425 0.00
O -0.373 -0.434 -0.887 0.00
H 1.475 -0.880 0.868 0.00
H 0.889 0.344 1.941 0.00
H 1.394 0.791 0.325 0.00
H -1.062 0.768 0.467 0.00
H -1.124 -0.979 0.896 0.00
H -1.243 -0.354 -1.284 0.00
```

Computed properties:
- Charge: +1
- HOMO-LUMO gap (spin up / spin down): 6.06 / 7.67 eV
- HOMO energy (spin up / spin down): -0.48048 / -0.53332 hartree
- Spin multiplicity: 2
- LUMO level (spin up / spin down): -0.2577 / -0.2513 Eh
- ΔE to the lowest compared entry with this formula, charge and spin: 0.0 kcal/mol

---

7.
Formula: C11H10BrMnNO
Source: OMol25
Level of theory: wB97M-V/def2-TZVPD

The geometry in XYZ format:
```
25
Properties=species:S:1:pos:R:3:mulliken_spin:R:1
C -1.310 -0.816 -0.047 -0.07
C -1.381 -1.326 1.304 0.10
C -1.751 -0.241 2.150 0.00
H -1.230 -2.346 1.692 0.01
C -1.780 0.957 1.385 0.10
C -1.485 0.682 0.033 0.02
H -1.358 1.374 -0.775 -0.01
H -1.550 -1.361 -0.940 0.01
H -2.119 -0.403 3.196 0.00
H -2.216 1.904 1.758 0.01
Mn 0.550 0.050 0.163 4.53
Br 1.618 -2.039 0.456 0.10
C 1.987 0.659 -1.374 0.03
C 0.919 1.435 -1.865 0.02
C -0.057 0.564 -2.435 0.02
H 0.976 2.508 -2.059 0.01
C 0.386 -0.745 -2.326 0.06
C 1.654 -0.746 -1.667 -0.02
H 2.384 -1.589 -1.804 0.00
H 3.005 1.004 -1.157 0.00
H -0.895 0.885 -3.058 0.01
H 0.036 -1.623 -2.895 0.01
O 1.431 0.265 4.588 0.01
C 1.220 0.390 3.429 0.03
N 0.967 0.559 2.247 0.02
```

Computed properties:
- Charge: -2
- HOMO-LUMO gap (spin up / spin down): 5.19 / 5.55 eV
- HOMO energy (spin up / spin down): 0.02970 / 0.01354 hartree
- Spin multiplicity: 6
- LUMO level (spin up / spin down): 0.2206 / 0.2174 Eh

---

8.
Formula: C3H11NO
Source: OMol25
Level of theory: wB97M-V/def2-TZVPD

The geometry in XYZ format:
```
16
Properties=species:S:1:pos:R:3:lowdin_charge:R:1
N -2.178 -0.955 -1.365 0.00
C -2.518 0.174 -2.184 -0.36
O -1.658 1.278 -1.790 -0.07
H -2.914 -1.621 -1.177 0.07
H -1.292 -1.374 -1.597 0.08
H -2.433 0.042 -3.265 0.11
H -3.586 0.312 -1.979 0.11
H -1.780 0.970 -0.882 0.06
C 3.376 -0.118 3.259 -0.18
C 2.814 -0.239 1.867 -0.18
H 3.072 -0.886 3.982 0.06
H 3.051 0.795 3.749 0.06
H 4.471 -0.186 3.306 0.06
H 3.163 -1.148 1.365 0.06
H 1.722 -0.313 1.936 0.06
H 2.966 0.494 1.075 0.06
```

Computed properties:
- Structure (SMILES): NCO.CC
- HOMO-LUMO gap: 10.74 eV
- HOMO energy: -0.36073 hartree
- LUMO level: 0.0338 Eh
- ΔE to the lowest compared entry with this formula, charge and spin: 26.9 kcal/mol